DFT (ωB97M-V/def2-TZVPD) results for a structure of composition C24H84CsN24O28S.

Net charge = -1
Kohn-Sham gap = 9.4 eV
LUMO = 1.56 eV
Highest occupied orbital energy = -7.804 eV

```
162
Properties=species:S:1:pos:R:3:forces:R:3:lowdin_charge:R:1
Cs 0.357 -1.787 0.202 0.09 -0.12 0.03 1.086
S -1.017 1.503 -0.745 -2.22 0.01 0.11 0.282
O -2.440 0.969 -0.607 1.48 0.64 0.60 -0.399
O -0.347 0.761 -1.792 0.65 -0.96 -1.15 -0.395
O -1.121 2.935 -1.119 0.48 0.24 0.24 -0.386
O -0.269 1.339 0.522 -0.38 0.16 0.27 -0.454
C 3.516 1.709 1.135 0.79 0.89 -0.47 -0.246
C 4.711 0.982 1.682 0.15 0.20 0.90 -0.221
O 4.967 -0.125 0.832 1.69 -0.80 0.51 -0.101
O 2.371 0.883 1.283 -1.10 1.01 -0.27 -0.114
H 3.708 1.965 0.044 -0.25 -0.37 1.22 0.111
H 3.398 2.664 1.700 0.00 -0.53 -0.30 0.115
H 4.488 0.534 2.693 0.13 0.98 -0.72 0.114
H 5.607 1.684 1.759 -1.04 -0.88 -0.14 0.146
H 5.638 -0.644 1.355 -0.61 0.31 -0.67 0.083
H 1.619 1.490 1.041 0.46 -1.21 0.17 0.060
C 0.875 -0.892 4.218 -0.49 -0.91 -0.63 -0.246
C 1.134 -1.287 5.628 -0.26 0.41 1.56 -0.195
O 2.299 -0.676 6.231 0.80 -1.14 -0.87 -0.077
O 1.883 -1.477 3.420 0.58 0.64 -1.18 -0.112
H 0.825 0.177 4.073 0.25 0.58 0.14 0.113
H -0.093 -1.269 3.834 0.10 0.05 0.69 0.122
H 1.237 -2.388 5.748 -0.23 0.84 -0.01 0.143
H 0.383 -0.815 6.268 -0.97 -1.05 -0.26 0.121
H 2.082 0.242 6.209 0.15 1.14 0.17 0.071
H 2.057 -0.831 2.707 0.33 -0.27 0.13 0.050
C -4.250 -2.324 -1.599 -0.90 -0.96 -0.34 -0.234
C -3.843 -2.256 -0.149 -0.40 0.85 -0.42 -0.237
O -2.587 -1.631 -0.067 0.18 1.16 0.69 -0.245
O -5.559 -2.917 -1.680 0.25 0.49 -0.30 -0.086
H -3.542 -2.919 -2.192 0.12 -0.04 0.24 0.126
H -4.311 -1.364 -2.091 0.25 0.59 0.29 0.081
H -3.796 -3.245 0.262 0.15 -0.60 0.27 0.102
H -4.596 -1.684 0.415 0.06 -0.17 -0.12 0.129
H -2.746 -0.638 -0.052 0.51 -1.12 -0.53 0.037
H -5.969 -2.408 -2.402 -0.28 -0.40 -0.04 0.031
C -5.800 3.399 2.095 1.30 -0.14 -1.89 -0.216
C -5.403 1.935 2.088 2.40 0.59 -0.22 -0.219
O -4.948 1.515 0.769 -1.31 0.11 0.55 -0.095
O -4.658 4.172 1.646 -0.39 0.16 -0.14 -0.095
H -6.031 3.774 3.102 -0.46 -0.20 -0.53 0.125
H -6.561 3.443 1.279 -0.17 0.55 1.11 0.128
H -6.251 1.389 2.427 -0.57 -1.05 -0.03 0.102
H -4.536 1.796 2.767 -0.63 -0.03 0.01 0.115
H -3.990 1.589 0.654 0.08 0.05 0.32 0.035
H -4.642 4.162 0.672 -0.04 -0.15 0.61 0.077
C 4.162 -3.289 -0.206 -0.47 -0.78 -1.96 -0.206
C 3.281 -4.523 -0.122 -0.57 0.18 1.99 -0.264
O 2.266 -4.471 -1.068 -1.73 -0.70 0.05 -0.113
O 3.379 -2.054 -0.151 1.49 -1.95 0.28 -0.181
H 4.692 -3.432 -1.162 -0.15 0.84 -0.15 0.121
H 4.940 -3.398 0.507 0.62 0.48 1.24 0.102
H 2.828 -4.469 0.890 -0.29 -0.04 -0.30 0.122
H 3.702 -5.559 -0.122 0.66 1.04 -0.32 0.133
H 2.450 -3.884 -1.795 0.58 0.60 -0.60 0.033
H 4.049 -1.396 0.138 -0.62 0.52 0.06 0.041
C 3.927 -5.940 -3.300 1.32 -2.13 0.30 -0.313
C 3.260 -7.329 -3.221 0.10 0.52 0.72 -0.185
O 2.367 -7.323 -2.055 0.95 -0.78 -1.34 -0.092
O 3.046 -5.085 -3.840 -1.90 1.24 -1.48 -0.061
H 4.850 -6.060 -3.885 0.06 0.16 -0.16 0.118
H 4.219 -5.612 -2.300 0.19 -0.32 0.22 0.102
H 4.066 -8.082 -3.148 -0.61 0.07 0.54 0.113
H 2.695 -7.553 -4.150 0.22 0.30 0.44 0.119
H 2.020 -6.432 -2.105 -0.36 0.50 0.38 0.033
H 3.272 -4.148 -3.736 0.02 0.33 0.15 0.043
C -1.705 -5.475 0.738 -0.27 0.48 -0.17 -0.647
O -1.326 -4.573 1.483 -0.50 -0.85 -0.11 -0.020
N -2.995 -6.059 0.854 0.77 -0.24 0.16 0.125
N -0.924 -5.859 -0.318 -0.80 -1.47 -0.62 0.154
H -3.256 -6.099 1.838 -0.17 0.13 -0.52 0.098
H -3.302 -6.881 0.302 0.77 0.95 0.59 0.102
H 0.055 -5.596 -0.254 -0.26 -0.09 -0.25 0.087
H -1.188 -6.716 -0.853 0.70 1.29 0.80 0.122
C 4.149 2.701 -3.376 -1.56 -1.11 1.08 -0.627
O 3.894 2.351 -2.210 0.55 0.46 -0.77 -0.014
N 4.307 1.725 -4.331 0.56 0.66 0.44 0.171
N 4.199 4.035 -3.693 0.78 -0.30 -3.80 0.149
H 4.252 1.854 -5.311 0.07 0.62 -0.54 0.077
H 4.227 0.775 -4.029 -0.20 -0.10 0.37 0.082
H 3.676 4.594 -3.104 -1.01 0.96 1.89 0.057
H 3.910 4.338 -4.666 0.67 -1.09 1.41 0.121
C 1.402 4.697 0.634 -1.43 -0.24 0.50 -0.714
O 2.274 5.358 1.135 2.21 1.74 1.11 0.009
N 1.604 3.842 -0.347 0.18 -1.52 -2.49 0.201
N 0.143 4.754 1.125 0.01 -0.22 -0.09 0.190
H 2.524 3.835 -0.801 -0.68 -0.18 0.34 0.104
H 0.797 3.437 -0.856 0.78 0.39 0.49 0.084
H -0.052 5.414 1.835 -0.18 0.41 0.41 0.099
H -0.563 4.210 0.700 -0.95 -0.37 -0.41 0.055
C 5.394 -1.608 3.831 -0.36 -2.80 -2.54 -0.643
O 6.318 -1.414 3.023 -0.24 -0.30 0.56 -0.016
N 4.575 -2.807 3.712 1.46 2.12 1.07 0.169
N 5.110 -0.772 4.779 1.14 1.99 1.74 0.192
H 3.613 -2.562 3.653 -1.20 0.31 0.51 0.039
H 4.814 -3.092 2.811 0.51 -1.15 -1.73 0.036
H 5.926 -0.152 4.941 -1.46 -0.18 0.17 0.152
H 4.309 -0.842 5.387 -0.04 -0.05 0.22 0.087
C -3.607 0.247 7.738 1.21 -1.73 -1.26 -0.646
O -4.351 0.113 8.682 -0.45 0.43 0.06 0.013
N -3.797 -0.519 6.529 1.25 1.87 1.15 0.124
N -2.363 0.889 7.823 -0.76 1.35 -0.15 0.114
H -3.381 -0.196 5.631 -0.58 -0.21 1.15 0.060
H -4.688 -0.952 6.574 -0.62 -0.30 -0.45 0.065
H -1.984 1.088 6.884 -0.12 0.18 0.79 0.050
H -2.378 1.708 8.494 0.05 -1.53 -1.29 0.121
C -2.477 -0.774 -4.806 -1.26 -0.55 -0.30 -0.657
O -1.336 -1.015 -5.155 1.40 -0.20 -0.47 0.001
N -2.741 0.089 -3.816 2.10 0.77 1.28 0.198
N -3.573 -1.339 -5.432 0.30 0.86 0.72 0.178
H -3.632 0.164 -3.426 -1.50 0.18 0.44 0.045
H -1.976 0.336 -3.136 -1.00 -0.56 -0.99 0.091
H -4.458 -1.382 -4.946 -0.22 -0.10 -0.05 0.056
H -3.400 -1.960 -6.188 0.17 -0.37 -0.22 0.093
C 0.810 2.504 -5.010 0.63 -1.31 -0.39 -0.623
O 1.581 3.444 -5.028 -0.05 0.93 0.30 0.002
N 1.151 1.377 -5.776 0.29 2.50 0.15 0.164
N -0.370 2.448 -4.293 1.10 1.27 -0.29 0.187
H 2.117 1.404 -6.103 -0.87 -0.25 0.29 0.089
H 0.703 0.537 -5.583 -0.68 -1.82 0.17 0.037
H -0.366 2.972 -3.415 0.05 -0.13 -0.48 0.086
H -0.739 1.545 -4.177 -0.56 -1.15 0.10 0.024
C 2.022 -1.770 -3.187 4.14 2.20 0.23 -0.636
O 3.068 -2.486 -3.208 -1.60 -0.69 0.05 -0.041
N 0.844 -2.093 -3.639 -0.58 -3.02 -0.65 0.228
N 2.297 -0.461 -2.819 -1.07 -0.68 -0.19 0.190
H 0.795 -3.036 -4.065 -0.14 1.09 0.43 0.153
H 0.053 -1.506 -3.739 -0.70 0.83 -0.22 0.061
H 3.099 -0.417 -2.232 0.62 0.08 0.38 0.084
H 1.567 0.162 -2.527 -0.60 0.27 0.05 0.056
C 4.980 5.169 3.563 1.69 0.01 0.70 -0.642
O 6.067 5.080 4.167 -1.16 -0.10 -1.01 -0.033
N 3.829 5.364 4.340 0.15 0.66 -0.18 0.119
N 4.881 5.061 2.202 -1.89 0.44 1.47 0.172
H 3.093 5.912 3.902 0.09 -0.28 -0.02 0.079
H 4.133 5.768 5.238 -0.33 -0.43 -0.73 0.100
H 4.020 5.227 1.681 -0.02 -0.15 0.31 0.047
H 5.692 4.887 1.697 1.52 -0.25 -0.59 0.078
C -6.354 0.062 -3.631 0.53 -1.71 -2.45 -0.678
O -6.334 -1.168 -3.924 0.00 1.12 0.16 -0.056
N -6.533 0.428 -2.379 -1.09 -0.03 2.64 0.192
N -6.172 1.022 -4.606 1.18 -0.09 -0.03 0.160
H -6.989 -0.294 -1.791 0.86 0.84 -0.53 0.142
H -6.511 1.376 -2.006 -0.01 -0.15 -0.62 0.097
H -5.694 0.664 -5.474 -0.77 0.59 1.55 0.123
H -5.821 1.915 -4.212 -0.43 -0.41 -0.57 0.070
C -1.683 1.264 3.623 0.84 0.65 -0.63 -0.614
O -2.088 1.150 4.797 0.23 -0.17 -1.31 -0.033
N -0.855 2.292 3.208 -0.79 -1.68 -1.75 0.173
N -1.949 0.360 2.602 1.18 1.55 0.02 0.173
H -0.635 3.038 3.806 0.11 0.76 0.72 0.084
H -0.708 2.369 2.174 0.09 0.01 1.48 0.075
H -2.689 -0.233 2.839 -1.01 -1.19 -0.17 0.085
H -1.611 0.509 1.607 -0.66 -0.06 1.83 0.066
C -4.524 3.713 -2.684 -0.43 0.89 0.26 -0.655
O -5.717 3.452 -2.879 -0.05 0.57 -0.39 -0.027
N -3.693 2.778 -2.223 0.80 -0.32 0.34 0.170
N -3.946 4.973 -2.828 -0.08 -0.09 -0.24 0.150
H -4.074 2.084 -1.585 0.20 0.11 -0.41 0.078
H -2.715 3.023 -2.062 -0.33 -0.30 0.27 0.047
H -2.983 5.099 -2.502 -0.81 -0.01 -0.44 0.103
H -4.390 5.724 -3.367 0.28 -0.89 0.51 0.109
```
Forces are in eV/Å.

***

DFT (ωB97M-V/def2-TZVPD) results for a structure of composition C37H52GeMnN7SSi3.

Multiplicity = 5
Net charge = +2
Kohn-Sham gap (spin up / spin down) = 6.2 / 7.2 eV
LUMO (spin up / spin down) = -5.08 / -5.40 eV
Highest occupied orbital energy (spin up / spin down) = -11.315 / -12.640 eV

```
102
Properties=species:S:1:pos:R:3:forces:R:3:lowdin_spin:R:1
Mn -1.031 -0.168 1.140 -0.02 -0.08 0.38 2.900
C -0.573 -2.525 3.178 -0.03 0.04 -0.07 0.002
N -1.752 -1.760 2.748 0.10 0.23 -0.05 0.014
C -2.294 -0.926 3.846 0.05 -0.10 -0.07 0.000
C -1.758 0.480 3.895 0.04 -0.15 -0.14 0.002
C -1.883 1.231 5.049 -0.06 0.02 0.26 -0.001
C -1.402 2.526 5.072 -0.01 0.07 0.11 0.004
C -0.772 3.030 3.943 0.04 0.13 0.07 -0.001
C -0.684 2.223 2.835 -0.05 -0.26 0.08 0.004
N -1.193 0.979 2.793 0.04 0.51 0.00 -0.013
C -2.805 -2.622 2.208 0.03 0.10 -0.14 0.002
C -3.774 -1.818 1.367 0.13 -0.01 0.07 0.005
C -4.951 -2.375 0.890 -0.14 -0.13 0.00 0.001
C -5.818 -1.581 0.161 -0.08 -0.09 0.01 0.002
C -5.499 -0.244 -0.041 -0.07 0.05 -0.04 0.001
C -4.304 0.226 0.460 0.19 -0.06 0.14 0.005
N -3.436 -0.553 1.131 -0.18 0.38 -0.32 0.033
C 0.603 -1.598 3.326 -0.09 -0.09 -0.04 0.005
C 1.382 -1.541 4.460 0.14 -0.03 0.13 0.001
C 2.423 -0.617 4.512 -0.02 -0.05 0.10 0.003
C 2.656 0.190 3.415 0.06 0.08 0.05 0.001
C 1.844 0.043 2.304 -0.11 -0.08 -0.10 0.017
N 0.826 -0.820 2.262 0.09 0.28 -0.23 0.030
H -0.340 -3.249 2.394 -0.01 -0.04 0.02 0.000
H -0.753 -3.081 4.102 -0.03 -0.02 0.05 0.000
H -2.110 -1.405 4.811 -0.03 -0.06 0.05 0.000
H -3.374 -0.857 3.729 -0.08 -0.02 -0.01 0.000
H -2.352 0.796 5.925 0.04 0.04 -0.07 0.000
H -1.500 3.130 5.966 0.01 -0.02 -0.04 0.000
H -0.357 4.029 3.922 -0.01 -0.06 0.02 0.000
H -0.172 2.545 1.943 0.04 -0.02 -0.05 0.001
H -3.355 -3.134 3.003 -0.04 -0.07 0.08 0.000
H -2.346 -3.399 1.596 0.03 -0.03 -0.02 0.000
H -5.185 -3.414 1.098 0.01 0.09 -0.01 0.000
H -6.746 -1.992 -0.224 0.08 0.04 0.03 0.000
H -6.169 0.424 -0.569 0.04 -0.06 0.05 0.000
H -4.019 1.267 0.339 0.03 -0.08 -0.03 0.000
H 1.180 -2.205 5.292 0.00 0.06 -0.01 0.000
H 3.040 -0.536 5.398 -0.02 -0.02 -0.03 0.000
H 3.460 0.915 3.407 -0.03 -0.05 -0.01 0.000
H 2.015 0.625 1.404 -0.06 -0.02 0.08 0.010
N -2.348 1.403 -2.444 -0.26 0.27 -0.09 0.004
C -2.295 2.722 -2.013 -0.12 -0.18 -0.26 0.001
C -2.686 3.906 -2.634 -0.01 -0.05 -0.06 0.000
C -2.473 5.067 -1.925 0.04 0.07 0.09 0.000
C -1.886 5.042 -0.644 -0.02 0.05 -0.13 0.000
C -1.504 3.861 -0.045 -0.02 0.06 0.06 0.000
C -1.721 2.671 -0.747 0.27 -0.13 0.42 0.001
N -1.423 1.336 -0.426 -0.15 -0.29 0.13 0.011
C -1.832 0.640 -1.471 0.07 -0.13 -0.14 0.020
C -1.753 -0.815 -1.519 0.06 0.56 0.49 0.023
C -2.332 -1.692 -2.362 -0.44 -0.34 -0.12 -0.003
S -1.872 -3.271 -1.923 -0.37 -0.43 -0.27 0.015
C -0.986 -2.674 -0.624 0.50 -0.58 0.16 0.036
N -0.998 -1.380 -0.516 -0.51 0.34 0.23 0.044
H -2.669 1.083 -3.343 0.06 0.01 -0.01 0.000
H -3.131 3.915 -3.622 0.06 0.00 0.10 0.000
H -2.757 6.017 -2.361 0.03 -0.07 0.05 0.000
H -1.722 5.977 -0.123 -0.04 -0.07 -0.04 0.000
H -1.055 3.875 0.936 -0.07 0.05 -0.13 0.000
H -2.997 -1.507 -3.198 0.14 -0.07 0.18 0.000
H -0.383 -3.320 0.009 -0.22 0.14 -0.06 0.000
C 1.095 -2.929 -3.658 -0.01 -0.35 -0.05 0.000
Si 1.343 -1.070 -3.677 -0.20 -0.01 0.40 0.065
C -0.217 -0.273 -4.344 -0.41 0.16 -0.27 0.000
C 2.710 -0.635 -4.850 0.28 0.14 -0.24 0.025
Ge 1.787 -0.349 -1.426 0.37 0.16 -0.35 0.486
Si 2.575 1.904 -1.566 -0.11 -0.31 0.18 0.080
C 4.283 1.805 -2.284 0.39 0.06 -0.17 0.039
C 1.442 2.897 -2.647 -0.25 0.27 -0.25 0.000
C 2.680 2.720 0.110 0.01 0.24 0.32 -0.001
Si 3.394 -1.905 -0.584 -0.19 0.21 0.01 0.070
C 2.512 -3.456 -0.041 -0.14 -0.38 0.16 0.000
C 4.392 -1.260 0.856 0.17 0.09 0.30 0.001
C 4.578 -2.258 -1.969 0.26 -0.13 -0.32 0.032
H 0.343 -3.241 -4.397 0.15 0.03 0.10 0.000
H 0.771 -3.287 -2.675 0.13 0.01 -0.24 0.000
H 2.029 -3.446 -3.906 -0.13 0.04 0.05 0.000
H -0.281 -0.444 -5.426 0.03 0.03 0.12 0.000
H -0.217 0.810 -4.175 0.02 -0.11 -0.07 0.000
H -1.119 -0.696 -3.885 0.52 0.22 -0.43 0.000
H 2.528 -1.146 -5.805 0.04 0.08 0.09 0.004
H 3.692 -0.946 -4.486 -0.05 0.03 -0.05 0.000
H 2.740 0.442 -5.049 0.03 -0.11 0.01 0.000
H 4.283 1.277 -3.242 0.05 0.06 0.09 0.001
H 4.958 1.274 -1.603 -0.04 0.06 -0.11 0.000
H 4.693 2.810 -2.452 -0.04 -0.16 0.03 0.007
H 1.259 2.391 -3.601 0.02 0.10 0.07 0.000
H 1.891 3.874 -2.872 -0.10 -0.13 0.04 0.000
H 0.476 3.073 -2.157 0.16 -0.01 -0.12 0.000
H 3.391 2.199 0.763 -0.09 0.11 -0.05 0.000
H 1.701 2.753 0.608 0.16 0.02 -0.06 0.000
H 3.032 3.755 0.002 -0.06 -0.15 0.04 0.000
H 1.808 -3.223 0.771 0.11 -0.05 -0.10 0.000
H 3.227 -4.197 0.341 -0.13 0.09 -0.05 0.000
H 1.964 -3.921 -0.869 0.06 0.03 0.12 0.000
H 3.948 -1.545 1.816 0.11 0.05 -0.15 0.000
H 4.504 -0.171 0.836 0.04 -0.10 0.03 0.001
H 5.397 -1.697 0.814 -0.12 0.06 0.03 0.000
H 4.121 -2.849 -2.770 0.07 0.09 0.06 0.000
H 5.444 -2.816 -1.590 -0.13 0.06 -0.08 0.005
H 4.948 -1.322 -2.403 0.01 -0.14 0.03 0.002
```
Forces are in eV/Å.